ORCA calculation (wB97M-V/def2-TZVPD) on a structure of composition C37H53CoN4O2P2.

* E_LUMO (alpha / beta): -2.6 / -4.2 eV
* HOMO level (alpha / beta): -9.1989 / -10.0939 eV
* electronic energy: -105484.059 eV
* gap between HOMO and LUMO (alpha / beta): 6.63 / 5.90 eV
* multiplicity: 4
* charge: +1

Each line ends with the Löwdin spin population.
Positions of all 99 atoms, in Å:
Co  -0.11907  -0.31999  0.30190  1.95
P  2.18013  -1.21509  0.11880  0.08
P  -2.52867  -0.28389  -0.18370  0.03
O  2.23413  3.20161  5.95290  0.00
O  -0.83647  -1.99429  2.81790  -0.04
N  0.12063  1.06171  1.84980  0.03
N  0.14023  1.01131  -1.27120  0.03
N  -0.34897  -1.80329  -1.33120  0.17
N  0.77673  1.82691  6.91960  0.00
C  0.37053  -3.86739  -2.39690  0.12
C  -1.40147  -1.75119  -2.20300  0.00
C  -2.70457  2.43611  -0.76420  0.00
C  0.25643  1.74241  -2.18510  -0.01
C  1.29633  2.43251  5.81310  0.00
C  3.33263  -0.26099  -1.11970  0.04
C  -4.85307  -1.98739  -0.50990  0.00
C  -0.51457  -1.42329  1.84410  -0.03
C  0.19303  3.97521  -3.22500  0.00
C  0.75393  4.21021  -5.57880  0.00
C  3.21133  -1.60999  1.68050  0.01
C  1.18753  1.91251  2.01830  0.00
C  -0.70677  -3.80889  -3.25230  -0.02
C  0.82003  2.09841  4.43330  -0.01
C  -3.61397  -1.77059  0.38630  0.01
C  0.42023  2.57911  -3.31750  0.00
C  2.25803  -2.13369  2.76720  0.00
C  -0.33447  1.37061  4.24660  0.00
C  0.36253  4.77811  -4.35540  0.00
C  0.81673  2.00691  -4.55400  0.00
C  -2.38167  -0.60879  -2.01730  -0.01
C  4.77603  -0.78929  -1.21760  0.01
C  -4.93807  1.33681  -0.45460  0.00
C  4.24733  -2.72099  1.40680  0.00
C  1.78553  -2.75999  -0.66740  0.43
C  -3.41157  1.76331  1.52130  0.00
C  2.68843  -0.48419  -2.50910  0.00
C  -0.65097  0.88691  2.99790  0.00
C  0.97933  2.82701  -5.67280  0.00
C  -3.47797  1.36291  0.03060  0.00
C  1.55033  2.43561  3.28550  0.00
C  -2.78207  -3.07399  0.29570  0.00
C  3.88793  -0.33089  2.20880  0.00
C  0.62003  -2.81639  -1.44090  0.02
C  -1.61257  -2.71509  -3.18400  0.15
C  -4.06347  -1.54809  1.84500  0.00
C  3.36233  1.23791  -0.75260  0.00
H  0.99573  0.92951  -4.61440  0.00
H  -1.53507  0.27121  3.02190  0.00
H  1.86993  2.13531  1.26460  0.00
H  1.63573  -2.96309  2.39320  0.00
H  -3.19887  3.41201  -0.60420  0.00
H  -0.86567  -4.60389  -3.98970  0.00
H  4.69663  0.02291  1.54950  0.00
H  -2.36977  1.77191  1.88000  0.00
H  2.91913  -1.49459  -2.88310  0.00
H  -5.02517  0.98211  -1.49630  0.00
H  -3.21667  -1.31729  2.50980  0.00
H  1.60113  -1.33589  3.14310  0.00
H  -5.34547  2.36451  -0.41570  0.00
H  0.18843  5.85631  -4.28210  0.00
H  -3.99577  1.09031  2.16570  0.00
H  4.79773  -2.92939  2.34380  0.00
H  1.15813  2.02941  7.85500  0.00
H  2.54703  -3.52969  -0.83440  0.02
H  -2.47287  -2.63929  -3.85390  0.01
H  -3.82487  2.78291  1.63460  0.00
H  4.79753  -1.87009  -1.43950  0.00
H  -5.57567  0.70781  0.18660  0.00
H  3.09373  0.25711  -3.22420  0.00
H  3.77223  1.82241  -1.59900  0.00
H  3.74553  -3.65409  1.10020  0.00
H  0.88493  4.84661  -6.45990  0.00
H  -3.37447  -3.88129  0.76520  0.00
H  -5.39897  -2.87059  -0.12920  0.00
H  -3.34087  -0.82749  -2.51260  0.00
H  -0.11017  4.40901  -2.26810  0.00
H  0.03703  1.11281  6.87600  0.00
H  1.28693  2.38441  -6.62560  0.00
H  -2.59017  -3.35949  -0.74970  0.00
H  -4.53717  -2.47609  2.21510  0.00
H  5.36323  -0.60099  -0.30440  0.00
H  4.00373  1.42581  0.12270  0.00
H  1.08423  -4.69509  -2.44660  0.00
H  -1.81907  -3.01369  0.81690  0.00
H  2.85883  -2.50799  3.61750  0.00
H  4.33493  -0.53979  3.19890  0.00
H  2.35883  1.62251  -0.51660  0.00
H  -0.98957  1.09121  5.05810  0.00
H  4.98503  -2.45149  0.63890  0.00
H  -5.55227  -1.13999  -0.50680  0.00
H  5.28833  -0.26969  -2.05080  0.00
H  1.59363  -0.39189  -2.49120  0.00
H  3.15373  0.48421  2.33410  0.00
H  -2.69777  2.24031  -1.85010  0.00
H  -1.66617  2.51501  -0.40770  0.00
H  2.46153  3.01321  3.37510  0.00
H  -4.81137  -0.74199  1.92390  0.00
H  -1.97947  0.31831  -2.46060  0.00
H  -4.56817  -2.21029  -1.55160  0.00


ORCA calculation (wB97M-V/def2-TZVPD) on a structure of composition C6H12N2O3.

* E_LUMO: 0.5 eV
* HOMO level: -9.5827 eV
* electronic energy: -15533.898 eV
* gap between HOMO and LUMO: 10.06 eV
* multiplicity: 1
* charge: 0

Each line ends with the Mulliken charge.
Positions of all 23 atoms, in Å:
O  -1.93044  1.53865  -0.96500  -0.39
O  0.91590  -1.40484  -1.68967  -0.64
O  -3.76340  0.02413  -0.99865  -0.62
N  -0.24603  -0.23777  0.06548  -0.24
N  1.90506  1.53395  0.44768  -0.63
C  2.86405  -0.55160  -0.11959  -0.99
C  0.84523  -0.48410  -0.85374  -0.11
C  -2.53937  0.33832  -0.66399  0.33
C  -1.62014  -0.72297  -0.01677  0.06
C  -2.28940  -0.90495  1.35628  -1.05
C  1.96190  0.47155  -0.56101  0.99
H  2.40191  0.69954  -1.62864  0.14
H  1.41274  2.40683  0.05126  0.23
H  -0.20146  0.38309  0.82432  0.42
H  -2.90514  1.98605  -1.15323  0.40
H  -2.58378  0.34353  1.77560  0.24
H  3.58346  0.26254  0.84464  0.14
H  -1.57876  -1.65824  -0.56768  0.44
H  -3.33103  -1.58789  1.40157  0.29
H  2.30289  -1.70473  0.48311  0.21
H  3.43638  -1.07880  -1.04957  0.27
H  -1.42231  -1.32985  2.01946  0.31
H  2.78177  1.67757  0.99815  0.20


Question: Among the records above, which one has the lowest multiplicity?
Answer: C6H12N2O3


What did the second record say?
ORCA calculation (wB97M-V/def2-TZVPD) on a structure of composition C6H12N2O3.

* E_LUMO: 0.5 eV
* HOMO level: -9.5827 eV
* electronic energy: -15533.898 eV
* gap between HOMO and LUMO: 10.06 eV
* multiplicity: 1
* charge: 0

Each line ends with the Mulliken charge.
Positions of all 23 atoms, in Å:
O  -1.93044  1.53865  -0.96500  -0.39
O  0.91590  -1.40484  -1.68967  -0.64
O  -3.76340  0.02413  -0.99865  -0.62
N  -0.24603  -0.23777  0.06548  -0.24
N  1.90506  1.53395  0.44768  -0.63
C  2.86405  -0.55160  -0.11959  -0.99
C  0.84523  -0.48410  -0.85374  -0.11
C  -2.53937  0.33832  -0.66399  0.33
C  -1.62014  -0.72297  -0.01677  0.06
C  -2.28940  -0.90495  1.35628  -1.05
C  1.96190  0.47155  -0.56101  0.99
H  2.40191  0.69954  -1.62864  0.14
H  1.41274  2.40683  0.05126  0.23
H  -0.20146  0.38309  0.82432  0.42
H  -2.90514  1.98605  -1.15323  0.40
H  -2.58378  0.34353  1.77560  0.24
H  3.58346  0.26254  0.84464  0.14
H  -1.57876  -1.65824  -0.56768  0.44
H  -3.33103  -1.58789  1.40157  0.29
H  2.30289  -1.70473  0.48311  0.21
H  3.43638  -1.07880  -1.04957  0.27
H  -1.42231  -1.32985  2.01946  0.31
H  2.78177  1.67757  0.99815  0.20


Question: electronic energy of number 1 (C37H53CoN4O2P2)?
Answer: -105484.059 eV